C34H75BBaF4NO16 as an isolated structure, computed with ωB97M-V/def2-TZVPD.

Each line ends with the Löwdin charge.
Positions of all 132 atoms, in Å:
Ba -3.52201 -3.29067 1.78354  1.821
B -0.61326 -0.23096 0.36499  -1.546
F -1.24635 0.25437 1.42372  0.171
F -1.50078 -0.64733 -0.56806  0.134
F 0.33969 0.62022 -0.13345  0.146
F 0.01350 -1.34593 0.79334  0.128
C 5.94202 -3.18731 -0.06723  -0.081
C 6.33817 -2.31178 -1.08759  -0.050
C 7.28066 -2.76978 -2.04527  0.003
C 7.77845 -4.08520 -1.99927  -0.114
C 7.37747 -4.86615 -0.91361  -0.030
C 6.40695 -4.49566 -0.02006  -0.080
N 8.63308 -4.62987 -3.12395  -0.327
O 8.70306 -5.84469 -3.21197  0.078
O 9.04286 -3.81764 -3.96344  0.066
H 5.26699 -2.77278 0.66686  0.101
H 5.99085 -1.29257 -1.17109  0.104
H 7.55903 -2.10045 -2.84583  0.111
H 7.78401 -5.86546 -0.86345  0.114
H 5.97577 -5.10724 0.75869  0.106
C 3.34587 3.83218 7.29658  -0.131
O 3.63807 4.50996 6.07772  -0.162
C 3.18614 3.69503 4.94347  -0.186
C 4.12312 2.61783 4.55202  -0.239
O 5.39552 3.14443 4.23547  -0.166
C 6.42013 2.21155 4.03326  -0.111
H 4.00444 2.99712 7.53545  0.078
H 2.31483 3.54918 7.50862  0.084
H 3.67302 4.53049 8.06693  0.086
H 3.14802 4.34440 4.06884  0.124
H 2.14262 3.42755 5.10962  0.123
H 3.74070 1.99947 3.73994  0.130
H 4.15792 1.94299 5.40728  0.114
H 7.32039 2.66098 3.61413  0.091
H 6.04571 1.45557 3.34305  0.082
H 6.72458 1.70781 4.95068  0.085
C -1.16304 -7.02352 3.04052  -0.048
O -1.03338 -5.68124 3.60089  -0.241
C -0.51593 -5.73058 4.87478  -0.235
C -0.19983 -4.25122 5.23709  -0.148
O -1.29209 -3.32894 4.95959  -0.206
C -1.02494 -2.10650 5.57235  -0.142
H -1.74040 -6.92974 2.12076  0.078
H -1.55062 -7.76968 3.73412  0.096
H -0.12204 -7.23748 2.79833  0.099
H 0.40553 -6.29898 5.00105  0.134
H -1.24567 -6.24355 5.50123  0.128
H 0.71231 -3.97935 4.70587  0.135
H 0.02137 -4.27954 6.30402  0.129
H -1.23960 -2.03843 6.63883  0.092
H -1.59555 -1.26095 5.18824  0.088
H 0.00290 -1.74578 5.53340  0.098
C -6.31736 -5.05853 -1.82672  -0.099
O -4.88076 -4.81771 -1.93930  -0.223
C -4.29137 -5.78008 -2.83467  -0.185
C -2.76839 -5.48940 -2.94889  -0.149
O -2.10284 -5.61619 -1.65382  -0.207
C -0.77538 -6.02598 -1.78251  -0.126
H -6.66707 -6.04525 -1.52310  0.086
H -6.90562 -4.83939 -2.71780  0.091
H -6.70152 -4.35982 -1.08353  0.072
H -4.76754 -5.80135 -3.81492  0.130
H -4.58336 -6.71081 -2.34825  0.121
H -2.61641 -4.50093 -3.38240  0.135
H -2.53964 -6.22275 -3.72218  0.127
H -0.32830 -5.54031 -2.64990  0.095
H -0.71624 -7.10958 -1.88451  0.092
H -0.13064 -5.75126 -0.94769  0.085
C -3.01621 5.99073 0.54000  -0.149
O -3.13415 7.30388 0.99391  -0.189
C -2.18264 7.70736 2.04596  -0.146
C -2.36149 9.23428 2.42283  -0.203
O -3.65749 9.56743 2.90014  -0.159
C -3.79101 9.20450 4.27847  -0.106
H -3.77887 5.83833 -0.22369  0.083
H -3.14934 5.25175 1.33012  0.080
H -2.11346 5.76187 -0.02638  0.083
H -1.15046 7.57823 1.72034  0.118
H -2.39417 7.10369 2.92853  0.103
H -2.25696 9.80163 1.49801  0.121
H -1.43590 9.52139 2.92179  0.119
H -3.61588 8.14956 4.48951  0.075
H -4.81455 9.38685 4.60593  0.086
H -3.14555 9.79769 4.92622  0.086
C 6.22497 3.05619 -4.49954  -0.160
O 6.14892 3.57943 -3.22995  -0.189
C 4.75888 3.95186 -2.82496  -0.149
C 4.79441 4.61653 -1.45710  -0.195
O 5.46708 5.90349 -1.57712  -0.175
C 5.60791 6.40177 -0.26096  -0.126
H 5.65602 2.12702 -4.53173  0.081
H 7.22115 2.78491 -4.84901  0.087
H 5.82808 3.79909 -5.19141  0.086
H 4.12695 3.06676 -2.75180  0.117
H 4.29668 4.54300 -3.61557  0.120
H 5.24182 3.88258 -0.78684  0.123
H 3.78687 4.83621 -1.10397  0.122
H 4.65645 6.55875 0.24715  0.082
H 6.08550 7.37880 -0.33483  0.088
H 6.25370 5.71250 0.28306  0.087
C -7.20753 -0.55789 4.30469  -0.104
O -6.17472 -0.22467 3.36483  -0.204
C -6.34269 1.12026 2.90772  -0.198
C -6.93653 1.15264 1.52674  -0.169
O -6.17608 0.27411 0.64589  -0.213
C -6.42474 0.38303 -0.73100  -0.114
H -7.16508 -1.61583 4.56363  0.076
H -8.23441 -0.33718 4.01329  0.094
H -7.04744 -0.06171 5.26192  0.090
H -5.34958 1.56942 2.89929  0.132
H -6.90990 1.74407 3.59855  0.131
H -6.83630 2.14733 1.09243  0.130
H -8.00837 0.95597 1.50310  0.127
H -5.88732 -0.45355 -1.17755  0.088
H -6.19562 1.35463 -1.16874  0.091
H -7.49214 0.38077 -0.95179  0.085
C -0.96356 -0.31498 -7.20237  -0.127
O -0.73168 -0.96413 -8.40671  -0.202
C -1.83735 -1.25587 -9.31883  -0.149
C -2.73601 -2.40885 -8.78537  -0.238
O -2.01108 -3.53264 -8.45530  -0.188
C -1.16438 -4.09904 -9.45456  -0.089
H -0.04755 0.03289 -6.72487  0.090
H -1.49572 -1.01247 -6.55551  0.083
H -1.51310 0.60977 -7.37824  0.085
H -1.42007 -1.52076 -10.29034  0.115
H -2.45174 -0.36637 -9.45813  0.116
H -3.48046 -2.65166 -9.54363  0.118
H -3.31195 -2.04974 -7.93248  0.116
H -1.58758 -4.16603 -10.45681  0.092
H -1.10083 -5.14704 -9.16173  0.084
H -0.17356 -3.64735 -9.40607  0.093

Calculated values
HOMO	-10.36	eV
Kohn-Sham gap	5.10	eV
energy relative to the best compared isomer or geometry (same formula, charge and spin)	229.9	kcal/mol
E_tot	-82948.8055	eV
net charge	+1